[1]
Entry from OMol25: C24H34Br18NO4PS as an isolated structure (the ωB97M-V functional and the def2-TZVPD basis).

Its energy is -48362.2516 Ha. As for the gap between HOMO and LUMO: 8.56 eV.

Structure (ORCA input):
```
! RIJCOSX wB97M-V def2-TZVPD def2/J DEFGRID3
* xyz 0 1
C -3.91630 -1.10681 0.08480
C -2.78074 -0.18236 0.57973
C -2.22692 -0.76867 1.93771
C -3.29949 -1.03837 3.00956
C -3.94682 0.24147 3.60560
S -4.11560 0.00647 5.42890
C -1.46539 -0.16786 -0.31066
C -1.61153 -0.51583 -1.81001
C -0.33494 -1.18674 -2.40942
C 0.60026 -0.15330 -3.11279
N 0.98500 0.84926 -2.11557
C 2.40379 0.84322 -1.78822
C 2.80450 -0.23162 -0.76742
C 2.71522 -0.00527 0.60199
C 3.10758 -0.95337 1.53852
C 3.62573 -2.17783 1.14595
C 3.70355 -2.44572 -0.22036
C 3.30712 -1.50035 -1.14200
O 3.40352 -1.80480 -2.50036
O -0.94124 1.13606 0.02300
C -2.06183 2.00558 -0.28083
O -2.11625 2.89691 -1.06531
C -3.17537 1.35922 0.62997
P -4.92409 1.85490 0.29476
O -5.41969 2.63077 1.46560
H -4.75968 -1.03426 0.78018
H -3.52465 -2.12990 0.00716
H -4.20532 -0.78780 -0.92879
H -1.79139 -1.74373 1.65380
H -1.38756 -0.16337 2.30322
H -2.77477 -1.53138 3.85120
H -4.04125 -1.77617 2.67626
H -4.95298 0.34236 3.18253
H -3.33052 1.13677 3.48089
H -4.64544 1.20681 5.77599
H -0.68473 -0.85219 0.04988
H -1.79592 0.39007 -2.41801
H -2.45039 -1.19047 -2.02390
H 0.25663 -1.71187 -1.64267
H -0.65587 -1.90681 -3.18459
H -0.04707 0.36171 -3.84557
H 1.45586 -0.64366 -3.60609
H 0.67161 1.77266 -2.38344
H 3.06898 0.81346 -2.66861
H 2.61844 1.81448 -1.30798
H 2.33064 0.94225 0.98724
H 3.02799 -0.76814 2.61199
H 3.96779 -2.92532 1.86108
H 4.11336 -3.41610 -0.50864
H 2.69472 -2.41175 -2.74709
H -2.98346 1.87755 1.57879
H -5.79140 0.75651 0.11614
H -4.92087 2.73585 -0.82101
C -2.45801 1.07387 9.44881
Br -2.72488 2.54808 10.66263
Br -1.31037 -0.27922 10.19948
Br -4.12792 0.32447 8.84904
H -1.95421 1.46790 8.57593
C 3.75730 -1.57823 -6.17279
Br 1.89168 -1.90783 -6.55166
Br 4.88517 -2.04676 -7.66355
Br 4.07173 0.23412 -5.59839
H 4.02898 -2.22732 -5.35031
C -1.86095 -4.20036 9.38788
Br -3.64500 -4.02663 10.09659
Br -1.43001 -6.03401 8.97189
Br -1.58159 -3.03943 7.87656
H -1.17820 -3.88205 10.16441
C 2.16876 0.82777 -9.21574
Br 0.30373 0.47941 -9.55619
Br 3.27795 0.31973 -10.70893
Br 2.47376 2.65730 -8.69568
H 2.45968 0.20656 -8.37766
C 0.34459 3.63128 2.86610
Br -0.88203 4.23017 4.24313
Br -0.47709 2.33458 1.65297
Br 1.11045 5.11412 1.89671
H 1.16053 3.12886 3.37141
C 7.68247 2.38559 -7.27786
Br 7.47920 4.12030 -6.46025
Br 8.01080 1.00983 -5.96613
Br 6.18355 1.95153 -8.40945
H 8.55713 2.43387 -7.91208
*
```

Mulliken population analysis, charges in e, atoms 1 to 6:
1 C -2.882
2 C 2.588
3 C -1.391
4 C -1.151
5 C -0.272
6 S -0.165


[2]
Entry from OMol25: a 2-piece molecular cluster, C2H7N3O overall (the ωB97M-V functional and the def2-TZVPD basis).

Its relative energy (zero: lowest compared OMol25 entry of this formula, charge and spin) is 68.66 kcal per mole. Its energy is -319.8404 Ha. As for the gap between HOMO and LUMO (spin up / spin down): 8.94 / 8.94 eV.

Structure (ORCA input):
```
! RIJCOSX wB97M-V def2-TZVPD def2/J DEFGRID3
* xyz 0 1
C 1.85153 0.73109 -0.41191
N 0.95294 -0.81836 1.12558
N 1.77680 -0.39528 0.23660
C -2.00831 0.49556 -0.07564
N -1.68846 -0.79562 -0.25737
O -1.54539 1.21525 0.77290
H 0.29619 -0.07537 1.38217
H 2.50304 -1.08778 0.03629
H -0.94261 -1.18577 0.29962
H -2.09420 -1.34050 -0.99331
H 1.08654 1.48609 -0.23687
H 2.63066 0.92999 -1.10998
H -2.81869 0.84069 -0.76803
*
```

Mulliken population analysis, charges in e, atoms 1 to 6:
1 C -0.396
2 N -1.120
3 N 0.436
4 C 0.069
5 N -0.289
6 O -0.557


[3]
Entry from OMol25: a 2-piece molecular cluster, CH6S2 overall (the ωB97M-V functional and the def2-TZVPD basis).

Its structure (SMILES) is SS.C. Its relative energy (zero: lowest compared OMol25 entry of this formula, charge and spin) is 0.03 kcal per mole. Its energy is -838.0546 Ha. As for the gap between HOMO and LUMO: 10.12 eV.

Structure (ORCA input):
```
! RIJCOSX wB97M-V def2-TZVPD def2/J DEFGRID3
* xyz 0 1
C -1.66203 0.28949 0.27106
H -1.89817 -0.74913 0.01920
H -0.69434 0.30043 0.77681
H -1.60087 0.84668 -0.66040
H -2.42719 0.68476 0.94171
S 2.92155 0.34249 -0.07499
S 1.95351 -1.07845 -1.19342
H 1.90370 1.20267 0.10096
H 1.50384 -1.83893 -0.18094
*
```

Mulliken population analysis, charges in e, atoms 1 to 6:
1 C -0.858
2 H 0.226
3 H 0.134
4 H 0.235
5 H 0.274
6 S -0.159


[4]
Entry from OMol25: C31H46N2O6P2Sm as an isolated structure (the ωB97M-V functional and the def2-TZVPD basis).

Its relative energy (zero: lowest compared OMol25 entry of this formula, charge and spin) is 13.21 kcal per mole. Its energy is -3109.9750 Ha. As for the gap between HOMO and LUMO (spin up / spin down): 4.64 / 5.31 eV.

Structure (ORCA input):
```
! RIJCOSX wB97M-V def2-TZVPD def2/J DEFGRID3
* xyz 1 6
Sm 2.07960 -1.62494 -0.14369
C 1.60127 -3.98576 -0.78283
C 0.97252 -3.15200 -1.74102
C 3.26289 -2.69171 -1.79883
C 2.99598 -3.67418 -0.75939
C 1.97559 -2.37996 -2.41059
C 0.89172 -4.86700 0.17842
H -0.15730 -5.02171 -0.10013
H 0.88203 -4.39877 1.17318
H 1.38585 -5.84387 0.30678
C 3.85192 -3.88990 0.42401
H 3.57780 -4.82198 0.92292
H 3.77056 -3.09822 1.20968
H 4.90571 -3.93878 0.13872
C 4.40066 -1.74181 -1.65416
H 5.29636 -2.31900 -1.40246
H 4.30791 -0.97640 -0.83191
H 4.58042 -1.18113 -2.57474
C 1.65115 -1.19583 -3.26553
H 1.81706 -1.44720 -4.32981
H 2.28496 -0.32242 -3.01876
H 0.58880 -0.91799 -3.17401
C -0.50666 -2.98432 -1.85706
H -0.93646 -3.53505 -2.70803
H -0.75793 -1.92308 -1.98724
H -0.99681 -3.34603 -0.94722
C -2.09040 0.13114 1.77156
C -2.66437 -0.98273 1.29978
C -3.40573 -1.17848 0.01797
C -3.50756 0.06737 -0.87970
C -2.22869 0.50702 -1.51981
C -1.30559 1.36592 -1.07897
C -1.09708 1.88878 0.30402
C -2.18652 1.55607 1.32532
H -4.43362 -1.51720 0.22382
H -3.98390 0.87053 -0.30744
H -2.93222 -2.01268 -0.52033
H -3.17487 1.80819 0.94074
H -1.38286 0.00655 2.59759
H -2.52402 -1.90157 1.88136
H -2.01623 2.17619 2.21702
H -0.12073 1.53762 0.68131
H -0.50464 1.64939 -1.76859
H -0.98328 2.98891 0.25364
H -4.20014 -0.20602 -1.69640
H -2.06586 0.07110 -2.50773
P -1.90424 5.23412 -0.50298
P -0.39983 6.75269 -2.59364
C -2.56376 6.94564 -0.82025
C -1.50967 7.79856 -1.51233
H -2.84581 7.37997 0.14540
H -3.47225 6.85397 -1.43004
H -1.96988 8.57206 -2.13763
H -0.85507 8.29498 -0.78268
C 0.70145 8.15342 -3.07281
H 1.38668 7.80916 -3.85713
H 1.27860 8.45628 -2.18941
H 0.11344 9.00588 -3.43939
C -1.48974 6.76751 -4.09347
H -1.87998 7.77960 -4.26617
H -2.31974 6.06151 -3.96106
H -0.88232 6.45471 -4.95351
C -1.66881 5.40981 1.31596
H -1.47442 4.44165 1.79214
H -2.55645 5.87364 1.76210
H -0.80055 6.05961 1.48576
C -3.51598 4.36308 -0.62084
H -3.90307 4.50708 -1.63746
H -4.23039 4.78083 0.09920
H -3.40259 3.28511 -0.45515
O -0.34637 -2.01286 3.22408
C 0.74407 -2.44859 2.88669
O 1.55906 -1.91378 1.99971
C 1.28434 -3.75043 3.43516
C 2.64099 -3.90229 3.74039
C 3.17655 -5.17667 3.97171
C 2.35788 -6.30783 3.96570
C 0.99168 -6.14944 3.72422
C 0.43931 -4.86683 3.53646
N 0.18948 -7.30616 3.43009
O 0.74607 -8.42246 3.47330
O -1.00725 -7.13854 3.11594
N 4.61585 -5.33147 3.98779
O 5.30377 -4.32394 3.70467
O 5.10148 -6.45157 4.24631
H 3.29971 -3.04173 3.74710
H 2.77890 -7.29928 4.05434
H -0.62843 -4.74404 3.38030
*
```

Mulliken population analysis, charges in e, atoms 1 to 6:
1 Sm 0.627
2 C 0.965
3 C -0.030
4 C 0.006
5 C 0.354
6 C 0.798


[5]
Entry from OMol25: C25H17BeF9NO3P as an isolated structure (the ωB97M-V functional and the def2-TZVPD basis).

Its relative energy (zero: lowest compared OMol25 entry of this formula, charge and spin) is 5.19 kcal per mole. Its energy is -2498.4567 Ha. As for the gap between HOMO and LUMO: 8.29 eV.

Structure (ORCA input):
```
! RIJCOSX wB97M-V def2-TZVPD def2/J DEFGRID3
* xyz 0 1
Be -0.83149 -0.93251 -0.43456
O -1.25824 -1.98517 -3.85904
C -0.94363 -1.33445 -2.89399
O -0.76722 -1.78251 -1.70199
C -0.69341 0.18615 -3.04470
P 0.18313 0.75222 -1.54905
C 1.88730 0.17870 -1.80353
C 2.85952 0.73339 -0.97062
C 4.15589 0.25828 -0.99660
C 4.49180 -0.78440 -1.84712
C 3.53409 -1.32642 -2.68616
C 2.23414 -0.84914 -2.67264
C 0.32601 2.54624 -1.88200
C -0.53232 3.42743 -1.23352
C -0.49622 4.77731 -1.54032
C 0.39956 5.25368 -2.48263
C 1.27269 4.37957 -3.10981
C 1.23871 3.03050 -2.81382
H -1.66719 0.68433 -3.07521
H -0.16311 0.42203 -3.97309
H 2.58336 1.54111 -0.30463
H 4.90668 0.69765 -0.35681
H 5.49637 -1.17973 -1.84891
H 3.79561 -2.12770 -3.36131
H 1.49959 -1.29347 -3.32827
H -1.22379 3.05360 -0.49106
H -1.16968 5.45785 -1.04072
H 0.41861 6.30564 -2.72708
H 1.98054 4.74990 -3.83506
H 1.92599 2.35360 -3.30236
F -4.17203 1.27139 2.44963
C -3.04165 0.82921 1.89898
F -2.38594 1.89634 1.44016
F -2.29680 0.32216 2.88720
C -3.24706 -0.23321 0.77616
O -2.06114 -0.65815 0.35857
C -4.05800 0.40683 -0.38751
F -5.21743 0.93579 0.01285
F -3.35567 1.38970 -0.96162
F -4.33198 -0.47648 -1.34168
C -4.05894 -1.41776 1.38373
F -5.22340 -1.04911 1.92304
F -3.34956 -1.99919 2.35900
F -4.32259 -2.35344 0.48122
N 0.30729 -1.50513 0.74756
C 0.55048 -1.98362 1.76312
C 0.90206 -2.48545 3.02085
C 2.22297 -2.88872 3.24950
C 2.59844 -3.28299 4.51760
C 1.67420 -3.28720 5.55281
C 0.35817 -2.91655 5.31640
C -0.04261 -2.51655 4.05556
H 2.92626 -2.87775 2.43200
H 3.61854 -3.57815 4.69943
H 1.98208 -3.58126 6.54600
H -0.35639 -2.93027 6.12441
H -1.06262 -2.22409 3.86163
*
```

Mulliken population analysis, charges in e, atoms 1 to 6:
1 Be -0.152
2 O -0.694
3 C 0.430
4 O -0.396
5 C -0.976
6 P 1.139


[6]
Entry from OMol25: one molecule with the formula C2H3N3O (the ωB97M-V functional and the def2-TZVPD basis).

Its structure (SMILES) is Oc1nc[nH]n1. Its relative energy (zero: lowest compared OMol25 entry of this formula, charge and spin) is 9.69 kcal per mole. Its energy is -317.5169 Ha. As for the gap between HOMO and LUMO: 10.48 eV.

Structure (ORCA input):
```
! RIJCOSX wB97M-V def2-TZVPD def2/J DEFGRID3
* xyz 0 1
O 0.01394 -2.19321 -0.01187
C -0.05554 -0.85159 -0.05767
N -0.21378 -0.12224 1.02657
N -0.12333 1.13016 0.52513
C 0.04526 1.08536 -0.80937
N 0.09410 -0.16571 -1.21908
H 0.48782 -2.41656 0.80084
H -0.28532 1.90347 1.14987
H 0.16622 1.96564 -1.43134
*
```

Mulliken population analysis, charges in e, atoms 1 to 6:
1 O -0.491
2 C 0.507
3 N -0.683
4 N 0.209
5 C 0.003
6 N -0.502


[7]
Entry from OMol25: a 8-piece molecular cluster, C28H50F16N6O8 overall (the ωB97M-V functional and the def2-TZVPD basis).

Its structure (SMILES) is FC(F)C(F)(F)COC(F)(F)C(F)F.FC(F)C(F)(F)COC(F)(F)C(F)F.CNC(C)=O.CNC(C)=O.CNC(C)=O.CNC(C)=O.CNC(C)=O.CNC(C)=O. Its energy is -3625.3052 Ha. As for the gap between HOMO and LUMO: 9.26 eV.

Structure (ORCA input):
```
! RIJCOSX wB97M-V def2-TZVPD def2/J DEFGRID3
* xyz 0 1
C 0.17809 0.93161 -6.23342
C -1.06215 1.64804 -5.66242
C -2.22211 0.71077 -5.25007
F -2.76619 0.29868 -6.43226
F -1.81504 -0.38152 -4.59840
F -0.69324 2.43884 -4.62164
F -1.51892 2.43082 -6.62571
O 0.81419 0.20574 -5.13961
C 1.96438 -0.48900 -5.48927
C 2.49847 -1.11094 -4.17407
F 3.41894 -2.01908 -4.54665
F 3.09312 -0.08871 -3.46117
F 1.64496 -1.48200 -6.40979
F 2.86385 0.34953 -6.05672
H 0.86176 1.66522 -6.70333
H -0.22053 0.26363 -7.02638
H -3.00759 1.20602 -4.63380
H 1.68767 -1.57593 -3.56015
C -0.03164 -1.05910 0.89799
C 1.38513 -1.53361 1.41417
C 1.85587 -2.73683 0.59970
F 3.15023 -2.95277 0.87956
F 1.15770 -3.84209 0.96696
F 2.42130 -0.54437 1.29557
F 1.39337 -1.81444 2.80575
O 0.07479 -0.76028 -0.47887
C -0.77501 0.19768 -0.81092
C -2.21345 0.15040 -0.20223
F -2.85374 1.15627 -0.82082
F -2.88620 -0.97175 -0.69945
F -0.23241 1.43170 -0.58760
F -0.94685 0.10910 -2.13999
H -0.30858 -0.20121 1.51534
H -0.76316 -1.86825 1.08042
H 1.70687 -2.58621 -0.51517
H -2.38919 0.20895 0.88551
C 2.19370 3.60585 0.89854
C 2.39087 4.62245 2.01609
O 1.54075 5.45530 2.23645
N 3.48272 4.49690 2.87247
C 3.60431 5.45636 3.99527
H 1.83836 4.02091 -0.06926
H 1.35502 3.02946 1.30252
H 2.98484 2.84983 0.66254
H 4.19152 3.83305 2.66164
H 4.47883 5.22029 4.59387
H 2.75631 5.26195 4.66795
H 3.57613 6.53519 3.72345
C -1.78472 4.42361 0.46458
C -2.96887 3.91760 1.24150
O -3.12093 2.70319 1.51723
N -3.88339 4.81938 1.62110
C -5.09281 4.57278 2.33879
H -1.07879 3.59852 0.39982
H -1.30421 5.25826 0.96650
H -1.98908 4.77323 -0.56662
H -3.82296 5.80094 1.40403
H -5.77957 3.96050 1.79616
H -5.63649 5.47407 2.42494
H -4.91460 4.10984 3.32523
C -0.05426 2.27879 6.18810
C 0.39252 3.64743 5.75751
O 1.08713 4.34948 6.48704
N -0.01799 3.91156 4.47810
C -0.78629 3.01388 3.66985
H 0.13186 2.24180 7.27316
H 0.61101 1.50706 5.70662
H -1.09656 1.96837 6.10115
H 0.29406 4.76119 3.99500
H -0.68873 3.27607 2.59112
H -1.88634 2.98929 3.88297
H -0.47181 1.94700 3.66330
C 3.06170 -6.13569 -1.05150
C 3.71881 -6.26520 -2.43365
O 4.42515 -7.20888 -2.74564
N 3.57525 -5.26139 -3.26786
C 4.01488 -5.29811 -4.63175
H 2.77836 -7.16450 -0.88670
H 2.23258 -5.44042 -1.00297
H 3.83126 -5.67235 -0.38714
H 2.92941 -4.50471 -3.09027
H 3.99071 -4.27104 -4.97019
H 3.39708 -5.89272 -5.29240
H 5.05040 -5.73080 -4.66592
C -1.23860 -1.85466 5.09391
C -2.11308 -0.99901 4.20118
O -1.61663 -0.45111 3.21409
N -3.36681 -0.78063 4.68572
C -4.42452 0.14938 4.09746
H -1.59815 -2.91053 5.18249
H -1.28505 -1.32697 6.08026
H -0.23855 -1.83408 4.72314
H -3.59853 -1.32489 5.49358
H -5.13492 -0.36538 3.40016
H -3.87586 0.87480 3.52396
H -4.99826 0.63166 4.88663
C 0.30581 -4.49407 -4.70329
C 0.25279 -4.14550 -3.19878
O 1.17553 -3.66398 -2.56829
N -0.91641 -4.59541 -2.68291
C -1.31722 -4.23618 -1.31069
H 0.39747 -5.58592 -4.91751
H 1.10132 -3.98065 -5.22357
H -0.60949 -4.09114 -5.13037
H -1.60118 -4.82414 -3.37768
H -2.37677 -4.43021 -1.14704
H -1.21894 -3.19343 -1.03118
H -0.70580 -4.79838 -0.61504
*
```

Mulliken population analysis, charges in e, atoms 1 to 6:
1 C -1.000
2 C 1.049
3 C 0.031
4 F -0.313
5 F -0.107
6 F -0.267


[8]
Entry from OMol25: one molecule with the formula C2H4N2O2S (the ωB97M-V functional and the def2-TZVPD basis).

Its structure (SMILES) is NC(=S)O/C=N/O. Its relative energy (zero: lowest compared OMol25 entry of this formula, charge and spin) is 88.22 kcal per mole. Its energy is -736.6643 Ha. As for the gap between HOMO and LUMO: 8.68 eV.

Structure (ORCA input):
```
! RIJCOSX wB97M-V def2-TZVPD def2/J DEFGRID3
* xyz 0 1
C 1.57036 -0.11547 0.04835
C -0.64080 -1.09866 0.11032
H 1.79212 1.79017 0.11221
H 0.14281 1.23738 0.34750
H -1.00159 -2.11568 0.84233
H -2.89558 0.86541 -0.54335
N 1.08145 1.07239 0.24730
N -1.30948 -0.01038 -0.42199
O 0.72284 -1.24747 -0.02889
O -2.70491 -0.05556 -0.34392
S 3.24278 -0.32213 -0.36985
*
```

Mulliken population analysis, charges in e, atoms 1 to 6:
1 C 0.303
2 C 0.200
3 H 0.223
4 H 0.250
5 H 0.300
6 H 0.359